Run 1
18
Properties=species:S:1:pos:R:3 method="wB97M-V/def2-TZVPD" orbital_gap_ha=0.3360 charge=0 homo_ev=-8.2 smiles=NCCc1cc[nH]c1 lumo_energy_ev=0.99
N 2.3831 -0.0029 0.7062
C 1.6830 1.1696 0.2038
C 0.6526 0.8919 -0.9217
C -0.5068 0.0686 -0.4045
C -0.5165 -1.3445 -0.2539
C -1.7421 -1.6701 0.2574
N -2.4606 -0.5396 0.4484
C -1.7018 0.5380 0.0501
H 1.7659 -0.5966 1.2364
H 2.8452 -0.4859 -0.0499
H 2.3826 1.8603 -0.1710
H 1.1725 1.6094 1.0555
H 1.1534 0.2418 -1.6365
H 0.2866 1.8301 -1.3343
H 0.2454 -1.9815 -0.5930
H -2.1562 -2.6123 0.5874
H -3.3871 -0.5092 0.8205
H -2.0993 1.5329 -0.0009

Run 2
18
Properties=species:S:1:pos:R:3 method="wB97M-V/def2-TZVPD" orbital_gap_ha=0.3240 charge=0 homo_ev=-8.5 lumo_energy_ev=0.37
C 2.8393 1.0212 1.4204
N 3.2813 0.7910 0.2640
N 2.6330 -0.1566 -0.3701
C 1.3929 -0.3749 -0.4243
C 0.1328 0.3893 -0.6345
C -1.0928 -0.0817 -0.4863
C -2.3270 0.1445 -1.2490
C -1.2780 -0.9629 0.7271
H 3.4460 1.6298 1.9951
H 1.8174 0.6193 1.8778
H 1.2813 -1.4545 -0.4162
H 0.3500 1.1554 -1.3407
H -3.1675 -0.6345 -1.2185
H -2.0821 0.2780 -2.3217
H -2.8819 1.0232 -0.8021
H -0.3091 -1.0923 1.2119
H -1.8829 -1.8343 0.4896
H -2.1527 -0.4601 1.2773

Run 3
18
Properties=species:S:1:pos:R:3 method="wB97M-V/def2-TZVPD" orbital_gap_ha=0.3705 charge=0 homo_ev=-9.1 smiles="[H]/N=C1/N[C@@H](C)[C@@H]2C[C@@H]12" lumo_energy_ev=0.98
H -2.7051 -1.0254 -0.8391
N -1.8905 -1.4518 -0.4185
C -1.1126 -0.6189 0.0458
N 0.1461 -1.1948 0.6857
C 1.1299 -0.1227 0.4762
C 2.2526 -0.4867 -0.4427
C 0.3568 0.8975 -0.2775
C -0.4265 2.1762 -0.1127
C -0.9281 0.8397 0.3405
H 0.2474 -2.0006 0.0834
H 1.3814 0.2063 1.5153
H 1.6972 -0.8668 -1.4725
H 2.7642 -1.5214 -0.2835
H 3.0011 0.2550 -0.5105
H 0.2453 0.8052 -1.5055
H -0.3301 3.0534 0.5864
H -0.9989 2.5036 -1.0567
H -0.7244 1.0066 1.4340

Energy relative to the most stable one, in kcal/mol: run 1 0.0; run 2 98.9; run 3 116.6